P | {"formula": "C4H7FO", "method": "the ωB97M-V functional and the def2-TZVPD basis", "species": ["C", "C", "C", "O", "C", "F", "H", "H", "H", "H", "H", "H", "H"], "coordinates": [[1.48490, -0.11621, -1.18349], [0.19823, 0.13155, -1.12256], [-0.76578, -0.24342, 0.00491], [-1.91062, 0.48515, 0.04333], [-0.12143, -0.26987, 1.33683], [0.33737, 0.99536, 1.65754], [2.06386, 0.08841, -2.05402], [2.03496, -0.38197, -0.32820], [-0.37169, 0.72872, -1.88904], [-1.02429, -1.29706, -0.43732], [-1.75946, 1.31861, 0.42687], [0.70535, -1.04549, 1.39225], [-0.87139, -0.39377, 2.15292]], "spin_multiplicity": 1, "smiles": "C=C[C@H](O)CF", "lumo_energy_ev": 0.954, "charge": 0}

***

Q | {"formula": "C4H7FO", "method": "the ωB97M-V functional and the def2-TZVPD basis", "species": ["C", "C", "C", "F", "C", "O", "H", "H", "H", "H", "H", "H", "H"], "coordinates": [[-0.29206, 0.84996, -1.33476], [-0.61391, 0.61836, 0.12454], [-0.23370, -0.76171, 0.67204], [-0.38789, -1.77715, -0.26092], [1.23821, -0.86878, 0.97396], [1.88874, -0.10131, 1.68211], [0.74560, 1.23277, -1.46372], [-0.97246, 1.62114, -1.82442], [-0.57182, -0.03125, -1.87661], [-0.13651, 1.42838, 0.83052], [-1.63508, 0.76045, 0.25316], [-0.65077, -1.12050, 1.63487], [1.62165, -1.85037, 0.58923]], "spin_multiplicity": 1, "smiles": "CC[C@@H](F)C=O", "lumo_energy_ev": 0.739, "charge": 0}

***

R | {"formula": "C4H7FO", "method": "the ωB97M-V functional and the def2-TZVPD basis", "species": ["O", "C", "C", "C", "C", "F", "H", "H", "H", "H", "H", "H", "H"], "coordinates": [[-1.36262, -1.85890, 0.76709], [-1.06094, -0.41509, 0.29610], [0.13034, -0.20083, -0.51945], [1.39295, 0.28072, 0.12627], [0.42676, 1.13836, -0.77544], [-0.45986, 2.02905, -0.31930], [-0.76314, -2.20581, 1.65081], [-1.08552, 0.27947, 1.12981], [-1.98474, -0.22675, -0.27221], [0.23309, -0.93923, -1.27871], [1.22612, 0.64141, 1.18218], [2.39191, -0.14215, -0.30704], [0.91567, 1.61976, -1.68011]], "spin_multiplicity": 1, "smiles": "OC[C@@H]1C[C@@H]1F", "lumo_energy_ev": 0.828, "charge": 0}

***

S | {"formula": "C4H7FO", "method": "the ωB97M-V functional and the def2-TZVPD basis", "species": ["C", "C", "C", "C", "H", "H", "H", "H", "H", "H", "H", "O", "F"], "coordinates": [[1.04032, 0.04070, 0.49078], [-0.07607, 1.11414, 0.32792], [-0.78621, -0.03446, -0.37691], [-0.00770, -1.08860, 0.38127], [2.45224, -0.70347, -0.59943], [1.54444, 0.14259, 1.46453], [-0.48417, 1.28771, 1.29408], [0.11594, 2.02798, -0.22648], [-0.46508, -0.04210, -1.40339], [0.28218, -1.99047, -0.12732], [-0.46644, -1.27621, 1.35070], [1.89459, 0.08249, -0.59166], [-2.12865, -0.03296, -0.21754]], "spin_multiplicity": 1, "lumo_energy_ev": 0.861, "charge": 0}

***

Most stable to least stable, the ends of the list are Q and R.

***

P | {"formula": "C3H6", "method": "the ωB97M-V functional and the def2-TZVPD basis", "species": ["C", "C", "C", "H", "H", "H", "H", "H", "H"], "coordinates": [[-1.10231, 0.75812, 0.48978], [-0.24585, -0.15301, 0.12482], [1.09723, -0.27818, -0.45414], [-2.11834, 0.56795, 0.90910], [-0.95265, 1.78601, 0.47925], [-1.09606, -1.79553, 0.05519], [1.52936, 0.66004, -0.90180], [1.14325, -1.03051, -1.12967], [1.74538, -0.51487, 0.42749]], "spin_multiplicity": 1, "lumo_energy_ev": 0.586, "charge": 0}

***

Q | {"formula": "C3H6", "method": "the ωB97M-V functional and the def2-TZVPD basis", "species": ["C", "C", "C", "H", "H", "H", "H", "H", "H"], "coordinates": [[-0.72281, -1.01437, -1.55594], [0.29804, -1.74610, -1.68569], [0.52150, 0.79132, 1.27083], [-0.90021, -0.31071, -2.41644], [-1.50347, -1.03940, -0.77007], [0.77453, -0.07503, 1.86714], [0.35754, 1.66351, 1.98693], [-0.22562, 0.58482, 0.59420], [1.40050, 1.14596, 0.70905]], "spin_multiplicity": 1, "lumo_energy_ev": -0.390, "charge": 0}

***

Most stable to least stable, the ends of the list are P and Q.

***

P | {"formula": "C5H6N", "method": "the ωB97M-V functional and the def2-TZVPD basis", "species": ["C", "C", "C", "C", "C", "N", "H", "H", "H", "H", "H", "H"], "coordinates": [[-0.13951, -0.02137, -1.19729], [1.97918, -1.27886, 0.01389], [-0.04803, -0.21658, 0.31985], [0.86012, -0.25453, -1.98412], [-0.97209, 0.35165, 1.18550], [1.16181, -0.66979, 0.61879], [-1.18252, 0.04718, -1.47885], [2.80401, -2.00227, -0.01200], [1.79893, -0.42572, -2.41855], [-1.31404, -0.47281, 1.93742], [-1.80470, 0.75910, 0.62622], [-0.40492, 1.05378, 1.85110]], "spin_multiplicity": 1, "lumo_energy_ev": [-6.405, -6.581], "charge": 1}

***

Q | {"formula": "C5H6N", "method": "the ωB97M-V functional and the def2-TZVPD basis", "species": ["C", "C", "C", "C", "C", "N", "H", "H", "H", "H", "H", "H"], "coordinates": [[2.15251, 0.18302, 0.00668], [-0.10630, -0.86707, 0.09567], [1.41160, -0.91253, 0.08423], [-1.09003, 0.13193, 0.13335], [-1.85414, 1.13168, 0.07509], [2.91881, 1.11273, 0.10115], [-0.45040, -1.19387, -0.93359], [-0.59292, -1.67021, 0.54473], [1.96298, -1.87037, 0.31348], [-2.60613, 1.38836, -0.60107], [-1.99677, 1.91978, 0.97798], [3.28202, 1.95462, -0.22686]], "spin_multiplicity": 1, "lumo_energy_ev": [-6.256, -6.256], "charge": 1}

***

Most stable to least stable, the ends of the list are Q and P.

***

P | {"formula": "C4H9NP", "method": "the ωB97M-V functional and the def2-TZVPD basis", "species": ["C", "C", "C", "C", "N", "P", "H", "H", "H", "H", "H", "H", "H", "H", "H"], "coordinates": [[-0.60375, -1.48235, -0.56299], [-1.14825, -0.34799, 0.11155], [-0.21654, 0.34847, 1.17334], [1.13822, 0.51784, 0.44129], [1.05203, 1.01298, -0.99579], [1.77894, -0.61420, -0.76777], [-0.63562, -2.38104, -0.06277], [-1.43787, 0.45914, -0.57070], [-1.94058, -0.67611, 0.84622], [-0.70828, 1.18328, 1.53825], [-0.03672, -0.28534, 2.09163], [1.88800, 1.09343, 1.06916], [-0.67230, -1.67791, -1.59449], [1.44899, 1.88948, -1.31931], [0.09375, 0.96031, -1.39762]], "spin_multiplicity": 1, "lumo_energy_ev": -4.481, "charge": 1}

***

Q | {"formula": "C4H9NP", "method": "the ωB97M-V functional and the def2-TZVPD basis", "species": ["C", "C", "C", "C", "N", "P", "H", "H", "H", "H", "H", "H", "H", "H", "H"], "coordinates": [[0.25528, -0.17222, 2.46254], [1.31643, 0.89550, -0.18858], [0.66277, -2.00295, 0.24560], [-1.47219, 0.10528, 0.09168], [0.05953, -0.03105, 3.58683], [0.15900, -0.31049, 0.53165], [0.88023, 1.60697, -0.89097], [2.04195, 0.27117, -0.65309], [1.81400, 1.49321, 0.59590], [0.00000, -2.65368, -0.36248], [0.71294, -2.47939, 1.18411], [1.61761, -1.96407, -0.19853], [-2.12195, -0.66062, 0.73753], [-1.62547, 0.03636, -0.94312], [-1.68106, 1.14174, 0.43772]], "spin_multiplicity": 1, "lumo_energy_ev": -4.009, "charge": 1}

***

Most stable to least stable, the ends of the list are Q and P.

***

P | {"formula": "C2H5O2S", "method": "the ωB97M-V functional and the def2-TZVPD basis", "species": ["C", "S", "H", "H", "H", "O", "C", "O", "H", "H"], "coordinates": [[-2.35315, 0.82785, 0.65680], [-0.95208, 0.81686, -0.53910], [-2.30161, 0.31553, 1.62628], [-3.26659, 0.34252, 0.26251], [-2.65063, 1.86981, 0.76870], [2.95473, -2.23007, -0.89576], [2.58475, -1.10322, -0.71998], [1.83675, -0.62241, 0.26217], [2.97255, -0.26640, -1.35682], [1.17527, 0.04953, -0.06479]], "spin_multiplicity": 1, "lumo_energy_ev": 3.943, "charge": -1}

***

Q | {"formula": "C2H5O2S", "method": "the ωB97M-V functional and the def2-TZVPD basis", "species": ["C", "S", "H", "H", "H", "O", "C", "O", "H", "H"], "coordinates": [[0.86995, -0.95219, 1.20067], [-0.76532, -0.23311, 1.67399], [1.75403, -0.26819, 1.33162], [0.91354, -1.34224, 0.15425], [0.97798, -1.71302, 2.05261], [-0.05850, 2.17430, -1.90844], [-0.52710, 1.05971, -1.65544], [-1.56608, 0.66327, -0.89912], [-0.22132, 0.22455, -2.31107], [-1.37719, 0.38693, 0.36093]], "spin_multiplicity": 1, "lumo_energy_ev": 3.974, "charge": -1}

***

Most stable to least stable, the ends of the list are P and Q.

***

P | {"formula": "C2H5O2S", "method": "the ωB97M-V functional and the def2-TZVPD basis", "species": ["C", "S", "H", "H", "H", "O", "C", "O", "H", "H"], "coordinates": [[1.65423, 1.76591, -0.44151], [1.38244, 0.61835, 0.95420], [1.91583, 1.28380, -1.37611], [0.86355, 2.48800, -0.66769], [2.57099, 2.32769, -0.16726], [-0.87650, -0.98853, 0.36782], [-1.60574, -1.49921, -0.55767], [-2.39857, -0.87824, -1.26541], [-1.35624, -2.59135, -0.64965], [0.16116, -0.02978, 0.29923]], "spin_multiplicity": 1, "lumo_energy_ev": 3.845, "charge": -1}

***

Q | {"formula": "C2H5O2S", "method": "the ωB97M-V functional and the def2-TZVPD basis", "species": ["C", "S", "H", "H", "H", "O", "C", "O", "H", "H"], "coordinates": [[-1.49208, -0.12396, -0.41874], [-1.10992, 1.52920, -1.09319], [-2.48767, -0.38468, -0.75110], [-0.74629, -0.76923, -0.85273], [-1.36081, -0.10945, 0.67138], [2.61284, -1.18949, 1.20766], [1.74903, -0.39526, 0.80713], [1.60536, 0.13504, -0.31179], [1.01247, -0.05819, 1.57184], [0.21708, 1.36603, -0.83047]], "spin_multiplicity": 1, "lumo_energy_ev": 3.542, "charge": -1}

***

R | {"formula": "C2H5O2S", "method": "the ωB97M-V functional and the def2-TZVPD basis", "species": ["O", "C", "O", "C", "H", "H", "H", "H", "S", "H"], "coordinates": [[-1.72510, 0.29882, 0.11561], [-0.65426, 0.86871, -0.16813], [-0.48046, 2.16365, 0.37170], [0.42827, 0.41879, -0.90271], [-1.36793, 2.47172, 0.57007], [1.39406, 0.86993, -0.73079], [0.37110, -0.51896, -1.43645], [0.24742, -1.33057, 0.42355], [0.25517, -2.66930, 0.68903], [1.53173, -2.57279, 1.06811]], "spin_multiplicity": 1, "lumo_energy_ev": 3.606, "charge": -1}

***

Most stable to least stable, the ends of the list are Q and R.